1.
Here is a molecular structure, H20O10 from the Open Molecules 2025 dataset. Energies are from wB97M-V/def2-TZVPD.

Geometry as XYZ:
```
30
Properties=species:S:1:pos:R:3:forces:R:3
O 1.0488 -2.8547 -1.9364 2.2 -2.1 -0.5
H 0.3826 -2.9060 -2.6219 0.5 -0.7 -0.1
H 0.5845 -2.5044 -1.1762 0.8 -1.3 0.0
O 0.5433 -0.2000 -0.0958 2.0 -5.1 1.1
H 0.4235 -1.1130 -0.3570 0.8 0.6 2.1
H -0.2849 0.2244 -0.3200 3.6 -1.2 2.1
O -0.1234 0.5732 1.8808 1.8 15.5 6.0
H -0.7370 1.0178 1.2959 -0.7 1.2 0.1
H -0.2295 1.0170 2.7222 0.1 0.0 0.5
O -0.0094 -1.2819 1.8819 1.2 -13.2 1.1
H 0.1538 -1.3251 2.8241 -0.1 -0.5 0.2
H -0.3031 -0.3835 1.7302 -1.9 -4.0 -0.2
O -1.8363 0.5536 0.7338 -8.3 -0.3 5.4
H -1.6194 0.2191 -0.1364 -3.2 -0.6 1.3
H -2.4481 -0.0893 1.0924 -0.2 0.1 1.1
O -0.2286 2.4202 -0.0883 0.2 2.1 0.7
H -0.1833 1.4753 -0.2341 1.1 2.8 0.0
H -1.1229 2.5734 0.2166 -0.4 0.3 0.0
O -1.1009 0.5361 -1.0259 -4.6 6.3 -13.9
H -0.8578 -0.3288 -1.3561 -1.1 -1.2 -1.3
H -1.4083 1.0102 -1.7986 -0.4 1.1 0.0
O -0.4520 -1.3583 -1.6390 -2.6 -3.0 -3.8
H 0.1752 -0.9269 -2.2194 1.4 -0.3 -0.5
H -0.9916 -1.8915 -2.2227 -0.8 -0.4 -0.2
O 1.9764 1.2784 -0.7121 1.6 3.6 -12.3
H 1.3393 0.6916 -1.1195 1.4 0.8 -0.6
H 1.9107 1.0912 0.2243 0.5 2.4 -4.7
O 1.9844 0.8430 1.1420 4.2 -3.1 15.7
H 2.2815 1.1895 1.9833 0.5 0.5 0.1
H 1.1328 0.4494 1.3318 0.3 -0.4 0.5
```
Positions in Å, forces in eV/Å.

## Properties
Charge: 0
Energy above the lowest of the compared OMol25 structures with the same formula, charge and spin in eV: 25.8387
LUMO in Eh: -0.03884
Kohn-Sham gap in eV: 6.368

***

2.
Here is a molecular structure, C26H25KN7O2S4 from the Open Molecules 2025 dataset. Energies are from wB97M-V/def2-TZVPD.

Geometry as XYZ:
```
65
Properties=species:S:1:pos:R:3:forces:R:3
K -0.4636 -0.4524 -0.2041 -0.4 0.1 -0.5
C -1.9871 0.7595 6.6963 -0.2 0.0 -0.3
S -3.0758 0.4080 5.2932 0.1 0.1 -0.2
C -2.1363 0.8900 3.8035 0.2 0.0 -0.1
S -0.5408 1.4411 3.8779 0.2 0.0 0.1
N -2.9141 0.7905 2.7835 -1.4 0.2 0.7
N -2.8024 0.3673 1.5623 0.8 -0.3 -0.3
C -3.5136 0.8608 0.6064 0.0 0.4 0.4
C -3.6577 0.1231 -0.6360 0.0 -0.3 -0.4
C -4.5638 0.5443 -1.6192 0.1 0.0 0.1
C -4.7952 -0.2641 -2.7138 0.1 -0.1 -0.1
C -4.1127 -1.4688 -2.8251 -0.1 0.0 0.0
C -3.1839 -1.7734 -1.8424 -0.1 0.0 -0.1
N -2.9574 -1.0111 -0.7826 -0.4 -0.1 -0.1
H -2.5010 1.4177 7.3944 0.0 0.0 0.0
H -1.1014 1.2462 6.2850 0.1 0.0 0.1
H -1.7231 -0.1733 7.1931 0.1 0.0 0.0
H -4.1077 1.7676 0.7337 -0.1 -0.1 0.1
H -5.0830 1.4875 -1.5064 0.0 0.0 0.0
H -5.4887 0.0422 -3.4872 0.0 0.0 0.0
H -4.2817 -2.1403 -3.6557 0.1 0.0 0.0
H -2.5933 -2.6830 -1.9067 0.0 0.0 0.0
N 3.7704 1.3734 0.2606 -0.1 0.2 -0.1
C 4.3780 0.1404 0.2211 -0.2 -0.3 0.0
C 5.7041 -0.2692 0.2184 0.1 0.0 0.0
C 5.9386 -1.6337 0.2166 0.0 0.1 0.0
C 4.8866 -2.5575 0.2155 0.0 -0.1 0.0
C 3.5649 -2.1506 0.2141 0.0 0.1 0.0
C 3.3107 -0.7805 0.2245 0.3 0.2 0.0
N 2.1111 -0.1064 0.2641 0.1 0.2 0.1
C 2.4131 1.1649 0.2835 0.4 -0.5 0.1
C 1.4496 2.2430 0.3828 -0.1 0.7 0.1
C 1.7164 3.5813 0.3210 0.0 0.0 0.0
S 0.2670 4.4731 0.4514 0.0 -0.2 0.0
C -0.5996 2.9901 0.6024 0.0 0.5 0.0
N 0.1289 1.9352 0.5630 0.2 0.1 0.2
H 4.2238 2.2679 0.2358 0.0 0.0 0.0
H 6.5248 0.4376 0.2230 0.0 0.0 0.0
H 6.9584 -1.9972 0.2171 0.0 0.0 0.0
H 5.1227 -3.6143 0.2171 0.0 0.0 0.0
H 2.7416 -2.8533 0.2027 0.0 0.0 0.0
H 2.6535 4.0964 0.1833 0.0 -0.1 0.0
H -1.6731 2.9936 0.7192 0.0 -0.1 0.0
N 0.9002 -1.7290 4.3286 -0.1 -0.2 -0.2
C 1.0025 -1.4819 2.8865 -0.1 -0.1 0.0
C 0.3683 -2.6187 2.0908 0.1 0.0 0.1
O 0.1427 -3.7156 2.8090 0.1 0.0 0.1
O 0.1184 -2.5580 0.9106 0.2 -0.7 0.4
H 1.7037 -1.3476 4.8074 0.0 0.0 0.0
H 0.4173 -3.4628 3.7249 -0.1 0.0 -0.1
H 0.0919 -1.2254 4.6852 0.0 0.1 0.0
H 2.0482 -1.4346 2.5820 0.0 -0.1 0.0
H 0.5457 -0.5367 2.5893 0.0 0.0 0.0
S -0.0029 1.7098 -2.4129 0.0 0.0 0.0
C -0.2447 1.0355 -3.9943 0.1 0.1 -0.1
C -1.4770 0.4694 -4.3629 0.1 0.0 -0.1
C -1.6774 -0.0539 -5.6294 0.0 0.0 0.0
C -0.6573 -0.0414 -6.5736 0.0 -0.1 -0.1
C 0.5711 0.5082 -6.2247 0.0 0.0 -0.1
C 0.7752 1.0421 -4.9630 -0.1 -0.1 -0.1
H -2.2741 0.4604 -3.6324 0.0 0.0 0.0
H -2.6429 -0.4771 -5.8905 0.0 0.0 0.0
H -0.8193 -0.4523 -7.5632 0.0 0.0 0.0
H 1.3745 0.5139 -6.9547 0.0 0.0 0.0
H 1.7288 1.4822 -4.7002 0.0 0.0 0.0
```
Positions in Å, forces in eV/Å.

## Properties
Charge: -1
Energy above the lowest of the compared OMol25 structures with the same formula, charge and spin in eV: 2.1939
LUMO in Eh: 0.07833
Kohn-Sham gap in eV: 5.723

***

3.
Here is a single C5H9N molecule from the Open Molecules 2025 dataset. Energies are from wB97M-V/def2-TZVPD.

Geometry as XYZ:
```
15
Properties=species:S:1:pos:R:3:forces:R:3
C 2.1932 0.3198 0.7702 0.7 -0.8 0.9
C 1.0903 0.9461 1.1944 1.1 -0.6 0.4
C -0.3079 0.8549 0.7129 -0.2 2.8 -0.2
N -0.3172 0.3508 -0.6634 0.5 -0.6 -1.1
C -1.4206 -0.4140 -0.9190 -2.2 -2.5 0.4
C -1.3896 -1.5678 -1.6689 -0.6 2.5 1.3
H 3.0761 0.1916 1.5291 -1.5 0.7 -2.0
H 2.2304 -0.2503 -0.1782 0.2 0.2 0.8
H 1.2754 1.5182 2.0756 -0.4 0.3 0.8
H -0.8214 1.9127 0.8350 1.2 -1.5 -0.9
H -0.9593 0.3673 1.4730 0.7 -0.8 -0.7
H 0.5297 -0.2326 -1.0806 -2.1 2.1 2.0
H -2.4491 -0.2605 -0.4035 2.3 0.2 0.1
H -0.8149 -1.3844 -2.5674 0.7 -1.7 0.0
H -1.9152 -2.3520 -1.1093 -0.4 -0.2 -1.9
```
Positions in Å, forces in eV/Å.

## Properties
Charge: 0
SMILES string: C=CCNC=C
Energy above the lowest of the compared OMol25 structures with the same formula, charge and spin in eV: 4.0742
LUMO in Eh: 0.03946
Kohn-Sham gap in eV: 8.627

***

4.
Here is a single C5H11NO molecule from the Open Molecules 2025 dataset. Energies are from wB97M-V/def2-TZVPD.

Geometry as XYZ:
```
18
Properties=species:S:1:pos:R:3:forces:R:3
C 1.6350 1.5252 -0.9587 0.0 0.0 0.0
C 1.5905 0.2510 -0.1189 0.0 -0.1 0.0
C 0.6937 0.3657 1.1169 0.1 -0.1 0.1
N -0.6794 0.7720 0.8129 -0.4 0.1 -0.1
C -1.6953 0.0483 0.3340 0.6 0.0 0.2
O -1.2751 -1.2205 0.1732 -0.1 0.4 0.0
C -2.2899 -2.0808 -0.3315 -0.2 -0.2 -0.1
H 2.3335 1.4214 -1.7954 -0.1 0.0 0.1
H 0.6479 1.7534 -1.3750 0.1 0.0 0.1
H 1.9582 2.3874 -0.3613 0.0 -0.1 -0.1
H 1.2405 -0.5883 -0.7301 0.0 0.1 0.1
H 2.6019 -0.0037 0.2246 -0.2 0.0 0.0
H 0.6627 -0.5902 1.6477 0.0 0.1 -0.1
H 1.1031 1.1163 1.8036 -0.1 -0.1 -0.1
H -0.9027 1.7468 0.9373 0.0 -0.1 0.0
H -1.8142 -2.8071 -0.9954 0.0 0.1 0.1
H -3.0286 -1.4895 -0.8769 0.1 -0.1 0.1
H -2.7819 -2.6073 0.4928 0.1 0.1 -0.1
```
Positions in Å, forces in eV/Å.

## Properties
Charge: 0
Energy above the lowest of the compared OMol25 structures with the same formula, charge and spin in eV: 2.3439
LUMO in Eh: 0.03886
Kohn-Sham gap in eV: 9.529

***

5.
Here is a molecular structure, C33H25NO2PS2Ta from the Open Molecules 2025 dataset. Energies are from wB97M-V/def2-TZVPD.

Geometry as XYZ:
```
65
Properties=species:S:1:pos:R:3:forces:R:3
Ta 0.9035 -1.1040 -0.0752 -0.2 -0.7 -0.1
S 0.3028 -3.4023 -0.6594 -0.1 0.1 -0.2
C -0.5895 -2.4474 -1.8431 0.3 -0.3 0.3
N -0.6441 -1.1531 -1.6057 0.0 0.1 -0.2
C -1.2478 -0.4538 -2.6563 0.0 0.0 0.2
C -1.4633 0.9184 -2.7277 0.0 0.0 0.0
C -2.1219 1.4071 -3.8379 0.0 0.0 0.0
C -2.5595 0.5517 -4.8579 0.0 0.0 0.0
C -2.3433 -0.8102 -4.7921 0.0 0.0 0.0
C -1.6735 -1.3051 -3.6760 -0.1 0.0 -0.1
S -1.2555 -2.9632 -3.3126 -0.1 0.1 -0.1
H -1.1302 1.5748 -1.9327 0.0 0.0 0.0
H -2.3117 2.4683 -3.9231 0.0 0.0 0.0
H -3.0752 0.9662 -5.7128 0.0 0.0 0.0
H -2.6843 -1.4652 -5.5820 0.0 0.0 0.0
C -4.9587 -2.2820 0.4440 0.0 0.0 0.0
C -4.5771 -1.1484 -0.2669 0.0 0.0 0.0
C -3.3935 -0.5049 0.0477 0.0 0.0 0.0
C -2.5877 -0.9933 1.0809 -0.1 0.0 0.0
C -2.9695 -2.1323 1.7854 0.0 0.0 0.0
C -4.1589 -2.7722 1.4641 0.0 0.0 0.0
P -1.0183 -0.1989 1.4047 0.0 0.0 0.0
C -1.2192 1.5566 1.7010 -0.1 0.1 0.0
C -0.0692 2.3461 1.7753 0.0 0.0 0.0
C -0.1764 3.6970 2.0506 0.0 0.0 0.0
C -1.4304 4.2657 2.2491 0.0 0.0 0.0
C -2.5731 3.4846 2.1755 0.0 0.0 0.0
C -2.4739 2.1272 1.9017 0.0 0.0 0.0
C -0.0826 -1.0021 2.6883 0.0 0.0 0.3
C -0.2911 -1.1914 4.0509 0.0 0.1 -0.1
C 0.6859 -1.8675 4.7591 0.1 0.0 0.0
C 1.8439 -2.3312 4.1244 0.0 0.0 0.0
C 2.0555 -2.1153 2.7751 -0.1 0.1 0.0
C 1.0749 -1.4394 2.0297 0.1 0.0 0.2
H -5.8873 -2.7807 0.2007 0.0 0.0 0.0
H -5.2052 -0.7650 -1.0599 0.0 0.0 0.0
H -3.1064 0.3815 -0.5046 0.0 0.0 0.0
H -2.3441 -2.5294 2.5740 0.0 0.0 0.0
H -4.4603 -3.6532 2.0139 0.0 0.0 0.0
H 0.9127 1.9056 1.6358 0.0 0.0 0.0
H 0.7139 4.3072 2.1186 0.0 0.0 0.0
H -1.5129 5.3214 2.4698 0.0 0.0 0.0
H -3.5456 3.9275 2.3412 0.0 0.0 0.0
H -3.3699 1.5219 1.8629 0.0 0.0 0.0
H -1.1762 -0.8187 4.5506 0.0 0.0 0.0
H 0.5619 -2.0367 5.8206 0.0 0.0 0.0
H 2.5869 -2.8585 4.7083 0.0 0.0 0.0
H 2.9652 -2.4718 2.3110 0.0 0.0 0.0
C 5.2709 -1.6133 -0.2250 0.0 0.0 0.0
C 3.9753 -0.9133 -0.4484 0.1 0.1 -0.1
O 2.9390 -1.5047 -0.0243 0.0 0.0 0.0
C 3.9174 0.3627 -1.1246 0.1 -0.1 0.0
C 5.0867 0.9553 -1.6385 0.0 0.1 -0.1
C 5.0221 2.1613 -2.3008 0.0 -0.1 0.1
C 3.7946 2.8048 -2.4580 -0.1 0.1 0.0
C 2.6185 2.2590 -1.9617 0.4 0.0 0.0
C 2.7039 1.0493 -1.3070 -0.6 -0.4 0.4
O 1.5742 0.4828 -0.7920 0.4 0.9 -0.4
H 5.1021 -2.5304 0.3302 0.0 0.0 0.0
H 5.9650 -0.9699 0.3173 0.0 0.0 0.0
H 5.7284 -1.8514 -1.1878 0.0 0.0 0.0
H 6.0401 0.4611 -1.5194 0.0 0.0 0.0
H 5.9219 2.6077 -2.6985 0.0 0.0 0.0
H 3.7552 3.7525 -2.9791 0.0 0.0 0.0
H 1.6651 2.7545 -2.0714 0.0 0.0 0.0
```
Positions in Å, forces in eV/Å.

## Properties
Charge: +2
Energy above the lowest of the compared OMol25 structures with the same formula, charge and spin in eV: 0.0000
LUMO in Eh: -0.25220
Kohn-Sham gap in eV: 7.272

***

6.
Here is a single C3H5N3O3 molecule from the Open Molecules 2025 dataset. Energies are from wB97M-V/def2-TZVPD.

Geometry as XYZ:
```
14
Properties=species:S:1:pos:R:3:forces:R:3
O -1.8335 -1.9100 -0.0672 0.9 2.7 0.9
C -1.2137 -0.8475 0.0902 -2.0 -1.7 -1.5
N 0.1609 -0.8214 0.0159 0.8 1.4 0.6
C 0.7364 0.3370 0.1335 2.0 -1.1 -0.3
N 2.1483 0.3235 0.2183 -1.0 0.2 -1.0
O 2.7106 -0.9291 -0.1606 0.5 1.5 0.6
C 0.0694 1.6734 0.1067 -1.3 -1.1 -1.5
O -1.2586 1.4693 -0.4406 1.8 0.7 -0.4
N -1.8519 0.4259 0.2720 0.8 -1.4 0.9
H 2.6123 1.0492 -0.3531 -0.4 -0.5 0.6
H 1.8986 -1.4194 -0.2629 -0.9 -1.3 -0.2
H 0.6120 2.3168 -0.5772 -0.1 0.3 0.0
H -0.0372 2.0931 1.0585 0.1 0.7 1.6
H -2.7867 0.4448 -0.0439 -1.2 -0.4 -0.2
```
Positions in Å, forces in eV/Å.

## Properties
Charge: 0
SMILES string: O=C1N=C(NO)CON1
Energy above the lowest of the compared OMol25 structures with the same formula, charge and spin in eV: 4.2984
LUMO in Eh: 0.00290
Kohn-Sham gap in eV: 9.823

***

Which largest force on an atom belongs to each record? In order, 16.73 1.54 3.62 0.62 1.10 3.07 eV/Å.